(1)
Density functional theory data (wB97M-V/def2-TZVPD) for C20H28N2O4S2 as an isolated structure.

Each line ends with the Löwdin charge.
Positions of all 56 atoms, in Å:
C -1.43352 5.06520 1.15783  -0.0967
C -1.78261 3.81923 0.18645  -0.2654
C -1.37682 2.41067 0.66990  -0.3450
C 0.05535 2.39475 0.95664  -0.6804
O 0.71050 3.23064 0.58867  0.1674
N 0.45836 1.38527 1.64097  0.1443
C -0.30762 0.47666 2.24067  -0.1723
C -0.02119 -0.98696 2.15684  -0.0124
C -0.82757 -1.91362 2.68608  -0.3547
C -2.06964 -1.65107 3.26386  -0.0277
C -2.37194 -0.34918 2.91797  -0.1441
C -1.72131 0.67801 2.33041  -0.4992
S -2.48370 2.29470 2.35184  1.0037
H -3.41011 -0.10547 3.37090  0.1354
H -2.76260 -2.40969 3.59713  0.1256
S -0.13829 -3.54992 2.79177  0.6295
O 1.13067 -3.65058 2.57584  -0.2341
O -0.62043 -4.24340 3.99992  -0.3420
C -1.16822 -4.51134 1.25187  -0.1272
C -0.25097 -4.12584 0.06291  -0.1370
C -0.44376 -2.64776 -0.39695  -0.5389
O -1.12464 -1.84085 -0.17813  0.1939
N 0.88234 -2.29890 -0.98114  0.0701
H 1.68827 -2.87278 -1.05676  0.1167
C 0.87060 -1.02677 -1.69508  -0.3021
C 0.61224 -0.97242 -2.91964  -0.2210
H 1.38148 -1.12946 -3.37546  0.0626
C 0.15216 0.37329 -3.53611  -0.0600
H -0.85984 0.69246 -3.03344  0.1589
H 0.13209 0.44649 -4.42275  -0.0018
C 0.90926 1.62834 -3.03345  -0.2232
H 0.40246 2.03395 -2.01247  0.1401
H 0.74667 2.46424 -3.63567  0.0865
C 2.31754 1.52391 -2.72403  -0.2802
C 2.77022 0.96522 -1.39337  -0.1984
C 2.58692 -0.66435 -1.32276  -0.0243
H 2.56875 -0.87546 -0.25362  0.0785
H 3.30470 -1.14098 -1.74231  0.0211
H 2.36782 1.53823 -0.70517  0.0017
H 4.03603 1.08883 -1.40897  0.1669
H 2.84911 0.78584 -3.42751  0.1218
H 3.15133 2.56385 -2.91252  0.1889
H -0.16336 -1.51404 -3.09852  0.0997
H 0.26547 -0.17495 -0.77424  0.2338
H -0.85587 -4.65196 -0.89459  0.1821
H 0.58923 -4.63276 0.30698  0.0588
H -2.14685 -3.88176 1.43464  0.1139
H -1.35467 -5.48006 1.74769  0.0854
H 1.02355 -1.33885 1.82198  0.1436
H 1.53599 1.21154 1.53838  0.2302
H -1.72382 1.74791 -0.04625  0.1000
H -1.19746 4.06387 -0.83482  0.1389
H -2.88517 3.73119 -0.17723  0.1237
H -0.41035 5.12840 1.48530  0.0499
H -2.02041 4.89427 2.16580  0.0716
H -1.56640 6.00418 0.69370  0.0425

Calculated values
total charge = 0
energy relative to the best compared isomer or geometry (same formula, charge and spin) = 1688.6 kJ/mol
orbital gap = 8.608 eV
LUMO level = -0.044 eV
HOMO energy = -0.3179 hartree
2S+1 = 1

=====

(2)
Density functional theory data (wB97M-V/def2-TZVPD) for C20H28N2O6 as an isolated structure.

Each line ends with the Löwdin charge.
Positions of all 56 atoms, in Å:
O 1.03111 -1.75534 -2.28505  0.1930
C 1.45587 -2.00832 -1.29789  -0.4723
O 1.86707 -1.10685 -0.37324  0.1040
H 1.82068 -0.26613 -0.77249  0.0297
C 1.55952 -3.64627 -0.96191  0.0218
H 0.86125 -3.74960 -0.15365  0.0920
H 1.74268 -4.23858 -1.65615  0.0175
C 2.81098 -3.92697 0.02374  -0.1995
H 3.65212 -4.14415 -0.66150  0.0978
H 3.19634 -2.95027 0.54171  0.1147
C 2.73653 -5.04717 1.17899  -0.2087
H 3.66785 -5.33944 1.53546  0.0716
H 2.48681 -6.00637 0.19477  0.1956
C 1.71848 -4.82392 2.16526  -0.2710
H 1.71259 -5.82117 2.69732  0.1522
H 0.86438 -4.88509 1.69767  0.0628
C 1.99112 -3.58488 2.78938  -0.3177
N 1.29554 -2.46629 2.39304  0.0304
C 0.03822 -1.81258 3.13307  -0.3124
O -0.15869 -2.26019 4.22817  0.1197
C -0.43434 -0.75283 2.40994  -0.2201
C -0.64657 -0.67810 1.25596  -0.0788
C -1.30883 0.51077 0.63195  0.0488
C -1.27212 1.68388 1.36191  -0.1944
C -1.27645 1.54970 2.67997  -0.0404
C -0.56598 0.56689 3.15818  0.0754
H -0.15101 0.46593 4.03345  0.0721
H -1.19760 2.60755 3.26847  0.1953
C -1.77639 2.91752 0.71353  -0.3765
O -1.50409 4.06401 1.12173  0.0368
N -2.84921 2.84702 -0.27650  0.0463
H -3.19405 1.84700 -0.67936  0.1792
C -3.33835 4.07162 -0.94683  -0.1673
H -3.71324 4.59911 -0.29721  0.0116
C -2.24864 4.83133 -1.77893  -0.1971
H -1.49182 5.09902 -0.90078  0.1569
C -2.02009 4.24416 -3.13300  -0.2008
C -1.02496 3.05052 -2.97227  -0.3009
C 0.04815 2.84903 -2.17999  -0.1339
C 0.65716 1.42270 -1.89887  -0.7299
O 1.57386 1.30437 -1.32380  0.2044
O 0.26085 0.58188 -2.70240  0.1530
H 0.48859 -0.43368 -2.73901  0.1174
H 0.92402 3.39867 -2.79861  0.1984
H -0.14303 3.12816 -1.14938  0.1091
H -1.06499 2.72122 -4.19423  0.1814
H -1.91695 2.26990 -2.77697  0.1321
H -2.70638 4.37390 -3.91126  0.1000
H -1.28381 4.99228 -3.48488  0.1084
H -2.65838 5.78160 -1.78320  0.0753
H -4.19709 3.72240 -1.62641  0.1525
H -1.68249 0.43668 -0.50765  0.1557
H -0.90125 -1.46301 0.47693  0.1573
H 1.63257 -1.91897 1.50742  0.1234
H 1.54890 -3.63764 3.85498  0.1396
H 3.08358 -3.21501 3.17044  0.1884

Calculated values
total charge = 0
energy relative to the best compared isomer or geometry (same formula, charge and spin) = 1740.6 kJ/mol
orbital gap = 8.782 eV
LUMO level = -0.206 eV
HOMO energy = -0.3303 hartree
2S+1 = 1

=====

(3)
Density functional theory data (wB97M-V/def2-TZVPD) for one molecule with the formula C20H28N4O2S.

Each line ends with the Löwdin charge.
Positions of all 55 atoms, in Å:
C -6.81257 -0.02153 -0.82431  -0.0672
H -6.40095 -1.02564 -0.87734  0.0725
H -6.69179 0.45927 -1.79301  0.0666
H -7.87337 -0.08878 -0.59840  0.0726
C -6.09604 0.76510 0.27031  -0.2047
N -4.67381 0.90618 0.00272  -0.0750
C -3.87919 -0.12060 0.39132  -0.4381
O -4.39697 -1.12551 0.89358  0.0145
C -2.42332 -0.06702 0.25104  -0.3331
C -1.62182 -1.19072 0.35743  -0.2741
N -2.12656 -2.46067 0.46206  0.1393
H -3.12331 -2.43913 0.67244  0.0744
H -1.59870 -3.09466 1.03980  0.0912
C -0.21909 -0.88707 0.29595  -0.1111
C 0.00763 0.50173 0.24611  -0.5170
N 1.18560 1.08930 0.20536  0.1299
C 2.26602 0.32171 0.26098  -0.2348
C 2.17724 -1.08096 0.36769  -0.0929
C 0.93126 -1.69274 0.31715  -0.0944
C 0.93734 -3.18897 0.22006  -0.1319
C 2.00626 -3.60461 -0.80029  -0.1746
C 3.40976 -3.12579 -0.40578  -0.1769
C 3.34093 -1.99150 0.62651  -0.1376
H 4.28035 -1.44575 0.67424  0.1018
H 3.17992 -2.43835 1.61358  0.1249
H 3.98821 -3.94874 0.01759  0.1083
H 3.93859 -2.78216 -1.29698  0.1025
H 1.72776 -3.17069 -1.76291  0.1185
H 1.99514 -4.68943 -0.91380  0.1087
H 1.16421 -3.63463 1.19338  0.1313
H -0.02713 -3.55916 -0.12184  0.1017
N 3.49428 0.97159 0.25555  -0.0857
C 3.46278 2.39567 0.54598  -0.1504
H 2.79282 2.56721 1.38774  0.1247
C 4.88494 2.83484 0.89711  -0.1908
O 5.78933 2.56613 -0.15154  -0.1316
C 5.78870 1.19668 -0.47517  -0.1942
C 4.38735 0.72615 -0.86694  -0.1322
H 4.39606 -0.32938 -1.13124  0.1111
H 4.05524 1.30221 -1.74597  0.1378
H 6.48445 1.07787 -1.30770  0.1267
H 6.14375 0.60791 0.38546  0.1265
H 4.92568 3.91208 1.06423  0.1254
H 5.20981 2.31060 1.80910  0.1267
H 3.09612 2.96997 -0.31611  0.1286
S -1.46190 1.40844 0.16448  1.1078
C -4.30014 2.04180 -0.80889  -0.2477
H -5.07670 2.17759 -1.56938  0.1194
C -4.16408 3.32697 0.00618  -0.0886
H -3.87287 4.14462 -0.64699  0.0769
H -3.40580 3.20930 0.77451  0.0387
H -5.10621 3.58313 0.48485  0.0677
H -3.36477 1.82963 -1.32641  0.0742
H -6.20511 0.23638 1.21961  0.1200
H -6.52536 1.76415 0.36688  0.1136

Calculated values
total charge = 0
energy relative to the best compared isomer or geometry (same formula, charge and spin) = 88.4 kJ/mol
SMILES = CCN(CC)C(=O)c1sc2nc(N3CCOCC3)c3c(c2c1N)CCCC3
orbital gap = 8.165 eV
LUMO level = 0.583 eV
HOMO energy = -0.2786 hartree
2S+1 = 1

=====

(4)
Density functional theory data (wB97M-V/def2-TZVPD) for one molecule with the formula C20H28N4O4.

Each line ends with the Löwdin charge.
Positions of all 56 atoms, in Å:
C 6.40553 -1.54784 -0.95145  -0.0334
C 5.33558 -2.61691 -0.89137  -0.3191
O 4.53769 -2.54834 -2.11114  -0.0780
N 3.34897 -1.91562 -1.82366  0.1367
C 3.21474 -1.79605 -0.56576  -0.1804
C 2.00614 -1.14901 0.02895  -0.4357
O 1.89674 -1.05370 1.24180  0.0724
N 1.09909 -0.68763 -0.85271  0.0751
C -0.12766 -0.05109 -0.40805  -0.1649
C -1.18819 -1.06319 0.01431  -0.1527
C -2.48953 -0.42020 0.47822  -0.3138
C -3.58298 -1.47059 0.67604  -0.1689
C -4.87190 -0.84981 1.20586  -0.1637
C -4.61303 -0.02797 2.46618  -0.1536
N -3.56011 0.95526 2.22753  -0.0394
C -3.81659 2.23402 1.80326  -0.4083
O -3.04905 2.83914 1.06970  0.0690
C -5.05294 2.90505 2.31491  -0.1537
C -5.48108 2.79640 3.62986  -0.0509
C -6.58929 3.51113 4.06097  -0.0217
C -7.27349 4.36528 3.20518  -0.2606
N -8.36887 5.13674 3.61363  0.1047
C -6.84359 4.45255 1.87509  -0.2563
O -7.58384 5.25895 1.05346  0.0581
C -5.74005 3.74615 1.44416  0.0444
C -2.30806 0.35363 1.78439  -0.1119
C 4.32065 -2.41710 0.23611  -0.2529
C 3.85881 -3.70739 0.91139  -0.0356
H 7.04726 -1.60862 -0.07087  0.0864
H 7.02079 -1.67091 -1.84168  0.0825
H 5.94849 -0.55701 -0.97902  0.0899
H 5.77347 -3.61549 -0.87596  0.1469
H 1.28209 -0.83486 -1.83178  0.1311
H 0.12458 0.60829 0.42184  0.1185
H -0.49952 0.57203 -1.22249  0.1308
H -1.39515 -1.72777 -0.83045  0.1208
H -0.77765 -1.68540 0.81579  0.1220
H -2.82515 0.29876 -0.28003  0.1509
H -3.77169 -1.99671 -0.26319  0.1159
H -3.22088 -2.22108 1.39000  0.1236
H -5.30400 -0.19149 0.44497  0.1196
H -5.61293 -1.62293 1.42166  0.1125
H -5.52085 0.47309 2.78703  0.1069
H -4.28574 -0.68331 3.28022  0.1286
H -4.94513 2.16191 4.32385  0.1177
H -6.92072 3.42510 5.08948  0.1109
H -9.16903 5.05133 3.00177  0.0925
H -8.64634 4.92818 4.56213  0.0849
H -7.18493 5.26840 0.17769  0.1077
H -5.38412 3.85198 0.42509  0.1292
H -1.97073 -0.33505 2.56748  0.1409
H -1.57442 1.14781 1.68466  0.1187
H 4.69118 -1.71754 0.98671  0.1517
H 3.05899 -3.49897 1.62025  0.0788
H 3.49240 -4.41755 0.16764  0.0927
H 4.68702 -4.17143 1.44870  0.0824

Calculated values
total charge = 0
energy relative to the best compared isomer or geometry (same formula, charge and spin) = 178.8 kJ/mol
SMILES = C[C@@H]1ON=C(C(=O)NCC[C@H]2CCCN(C(=O)c3ccc(N)c(O)c3)C2)[C@H]1C
orbital gap = 8.842 eV
LUMO level = 0.717 eV
HOMO energy = -0.2986 hartree
2S+1 = 1